One molecule with the formula C20H30O4, computed with ωB97M-V with the def2-TZVPD basis set.

Element x y z (Å)
O: -0.597 2.263 -1.196
O: 1.333 -0.153 -2.568
O: 1.078 -0.226 2.160
O: -3.138 -1.216 -2.123
C: 3.699 0.947 -0.137
C: 4.788 2.013 -0.011
C: 0.604 -3.237 -0.050
C: -4.218 1.919 -0.672
C: 1.565 0.157 0.957
C: 2.815 0.966 1.112
C: -0.277 -3.786 1.069
C: -3.479 -0.354 0.075
C: -2.067 1.645 0.576
C: -2.690 -0.601 -1.189
C: 4.351 -0.426 -0.308
C: -1.294 -0.018 -1.209
C: -3.509 1.138 0.436
C: -0.135 -2.271 -0.980
C: 0.999 -0.139 -0.231
C: -0.318 -0.881 -0.357
C: -4.251 1.331 1.760
C: 2.800 1.254 -1.334
C: -1.256 1.401 -0.674
C: 1.667 0.265 -1.479
H: 2.514 1.996 1.329
H: -1.575 1.137 1.411
H: 1.479 -2.740 0.376
H: 2.337 2.237 -1.211
H: 0.284 -4.490 1.679
H: 0.965 -4.078 -0.644
H: -3.025 -0.922 0.892
H: -1.136 -4.304 0.650
H: -3.764 0.784 2.565
H: 3.369 1.262 -2.265
H: -4.493 -0.730 -0.071
H: 3.356 0.596 1.986
H: -1.113 -2.688 -1.227
H: 4.957 -0.445 -1.211
H: 4.994 -0.652 0.540
H: 3.598 -1.206 -0.391
H: -4.278 2.384 2.029
H: -5.239 1.564 -0.794
H: 5.407 1.825 0.863
H: -4.250 2.979 -0.431
H: 5.427 2.006 -0.891
H: 0.322 -0.820 2.057
H: 0.422 -2.157 -1.909
H: -0.780 -1.002 0.631
H: 4.350 3.004 0.084
H: -3.701 1.800 -1.622
H: -0.918 -0.024 -2.237
H: -5.275 0.974 1.675
H: -2.059 2.716 0.788
H: -0.644 -2.998 1.724

SMILES string ... CCC[C@@H](C1=C(O)CC(C)(C)CC1=O)C1C(=O)CC(C)(C)CC1=O
E ... -1081.087893 hartree
Gap between HOMO and LUMO ... 9.56 eV
Strongest force on any atom ... 0.62 eV/Å

Here are the Löwdin charges for atoms 1 to 6, given in e: 0.13, 0.10, 0.09, 0.12, -0.55, -0.04



One molecule with the formula C20H30O5, computed with ωB97M-V with the def2-TZVPD basis set.

Element x y z (Å)
O: -3.702 1.526 1.940
O: -2.632 -1.055 -1.621
O: -4.431 -0.730 -0.319
O: -3.258 2.161 -0.168
O: 0.598 -1.292 1.350
C: 4.412 -0.340 -0.035
C: 1.830 -1.024 0.833
C: 5.662 1.233 -1.526
C: -5.522 3.048 -0.275
C: -3.137 -0.631 -0.616
C: -1.609 -2.189 1.371
C: 5.775 0.029 -0.569
C: -2.387 0.092 0.494
C: -4.052 3.340 -0.011
C: 2.311 -1.499 -0.381
C: 2.651 -0.205 1.607
C: 6.814 0.268 0.525
C: 3.585 -1.154 -0.797
C: 3.919 0.129 1.177
C: -3.194 1.327 0.871
C: 5.092 2.492 -0.886
C: -0.289 -2.100 0.606
C: -2.194 -0.819 1.713
C: -5.267 -1.418 -1.252
C: -5.181 -2.926 -1.070
H: 6.592 1.158 1.105
H: 4.111 2.293 -0.460
H: 6.127 -0.817 -1.172
H: -1.529 -0.312 2.412
H: 5.019 0.944 -2.361
H: 7.798 0.394 0.077
H: 4.525 0.765 1.803
H: 5.743 2.865 -0.100
H: -3.917 3.724 1.005
H: -1.424 0.414 0.090
H: -6.097 3.966 -0.196
H: -4.178 -3.273 -1.308
H: -5.416 -3.194 -0.043
H: 6.850 -0.583 1.201
H: -6.275 -1.053 -1.048
H: -3.161 -0.949 2.201
H: 6.654 1.450 -1.930
H: -5.648 2.633 -1.273
H: 2.271 0.158 2.549
H: 1.708 -2.136 -1.009
H: -0.460 -1.673 -0.390
H: -3.652 4.051 -0.736
H: -2.310 -2.765 0.764
H: -4.966 -1.140 -2.268
H: 4.988 3.274 -1.636
H: 0.130 -3.109 0.482
H: -1.441 -2.729 2.304
H: -5.893 2.333 0.455
H: 3.943 -1.535 -1.743
H: -5.887 -3.414 -1.736

SMILES string ... CCOC(=O)C(CCCOc1ccc([C@H](C)CC)cc1)C(=O)OCC
E ... -1156.327910 hartree
Gap between HOMO and LUMO ... 9.05 eV
Strongest force on any atom ... 0.58 eV/Å

Here are the Löwdin charges for atoms 1 to 6, given in e: 0.14, 0.13, 0.01, 0.01, -0.05, -0.22



A 10-piece molecular cluster, C20H31Cl2N9 overall at a distorted geometry, computed with ωB97M-V with the def2-TZVPD basis set.

Element x y z (Å)
Cl: 1.573 1.975 -3.879
Cl: -1.836 -0.681 -3.993
N: -1.259 4.849 4.601
N: -5.074 2.179 -2.711
N: 0.614 1.409 4.156
N: -0.701 -4.073 -4.045
N: 1.126 5.369 -2.349
N: -2.748 -2.317 -0.617
N: 2.562 -1.843 0.557
N: 1.602 -1.081 6.929
N: -0.335 1.230 0.094
C: 1.400 -1.776 6.022
C: 1.529 4.627 -1.522
C: -0.757 0.719 -3.590
C: 0.110 -4.051 -3.210
C: 2.413 1.890 2.282
C: -3.119 2.573 -0.943
C: -0.740 -1.151 1.195
C: -1.502 4.009 3.869
C: 4.911 -1.750 -0.651
C: 1.971 3.679 -0.445
C: -0.522 0.172 0.542
C: 3.568 -1.832 -0.026
C: -3.486 -3.004 -1.213
C: 0.548 0.619 -4.343
C: -1.868 2.962 2.908
C: 1.130 -4.127 -2.231
C: 1.163 -2.655 4.813
C: -4.493 -3.838 -1.881
C: 1.384 1.620 3.302
C: -4.218 2.351 -1.955
H: -4.698 -4.803 -1.419
H: 0.538 -3.847 -1.359
H: 1.471 2.724 -0.606
H: 1.559 -5.123 -2.117
H: 2.346 2.905 1.889
H: -5.470 -3.355 -1.852
H: -3.425 2.624 0.101
H: 1.015 -0.350 -4.164
H: 1.332 -3.693 5.100
H: -1.005 2.688 2.301
H: -4.445 -3.908 -2.968
H: 3.048 3.613 -0.594
H: 5.241 -0.725 -0.482
H: 2.156 1.250 1.438
H: 1.945 -3.453 -2.494
H: -2.504 1.682 -1.067
H: -0.066 -1.288 2.040
H: -2.198 2.169 3.579
H: -2.664 3.314 2.252
H: -0.387 -1.912 0.498
H: 3.395 1.546 2.608
H: -1.217 1.649 -3.923
H: 0.323 0.781 -5.398
H: 1.784 -2.311 3.986
H: 1.733 4.049 0.552
H: 4.827 -2.019 -1.703
H: 5.558 -2.433 -0.101
H: -2.640 3.490 -1.285
H: -1.785 -1.368 1.416
H: -0.803 0.693 -2.501
H: 0.092 -2.644 4.609

SMILES string ... ClCCCl.CC#N.CC#N.CC#N.CC#N.CC#N.CC#N.CC#N.CC#N.CC#N
E ... -2193.742726 hartree
Gap between HOMO and LUMO ... 10.42 eV
Strongest force on any atom ... 4.09 eV/Å

Here are the Löwdin charges for atoms 1 to 6, given in e: 0.58, 0.52, 0.13, 0.11, 0.16, 0.14



A 7-piece molecular cluster, C20H31Cl8F9O6 overall at a distorted geometry, computed with ωB97M-V with the def2-TZVPD basis set.

Element x y z (Å)
Cl: 20.288 5.215 30.904
Cl: 18.773 6.336 28.067
Cl: 15.069 -1.919 22.917
Cl: 8.044 -6.358 24.029
Cl: 17.894 0.709 24.889
Cl: 11.590 -5.075 25.957
Cl: 12.895 3.836 17.200
Cl: 12.422 2.384 20.298
F: 17.153 2.296 34.830
F: 20.521 -5.353 24.303
F: 15.569 1.101 35.467
F: 18.894 -6.607 23.555
F: 15.156 2.499 33.989
F: 20.946 -7.285 23.454
F: 16.872 -1.841 17.371
F: 17.767 -3.678 18.338
F: 18.131 -3.187 16.324
O: 19.090 -0.742 18.558
O: 16.206 1.032 32.065
O: 20.546 -8.155 25.979
O: 20.386 -2.500 17.666
O: 19.324 -6.251 26.556
O: 16.628 -0.513 33.729
C: 15.090 -0.590 30.688
C: 12.496 1.551 18.722
C: 16.080 1.681 34.389
C: 17.965 -2.638 17.516
C: 22.247 -1.820 19.353
C: 9.948 -5.594 25.620
C: 9.838 -6.329 24.306
C: 21.593 -1.808 17.858
C: 20.603 4.640 29.260
C: 13.440 2.223 17.748
C: 16.408 0.166 30.965
C: 17.151 -0.435 23.725
C: 19.924 -7.132 25.660
C: 15.840 -1.060 24.232
C: 18.189 -7.547 28.245
C: 19.221 -1.886 18.026
C: 20.051 -6.623 24.183
C: 16.392 0.644 33.374
C: 20.444 5.719 28.233
C: 19.293 -6.526 27.973
H: 17.865 -7.480 29.284
H: 16.774 0.780 30.142
H: 17.804 -1.303 23.636
H: 20.549 5.233 27.263
H: 13.427 1.638 16.828
H: 17.199 -0.515 31.278
H: 21.472 -0.747 17.644
H: 10.289 -7.319 24.362
H: 11.531 1.292 18.287
H: 19.085 -5.657 28.597
H: 14.581 -0.992 31.563
H: 9.667 -6.165 26.506
H: 20.012 3.742 29.083
H: 21.129 6.524 28.498
H: 17.078 -0.026 22.718
H: 18.687 -8.505 28.097
H: 21.520 -1.352 20.017
H: 9.271 -4.740 25.646
H: 23.083 -1.170 19.612
H: 12.759 0.555 19.080
H: 14.372 0.102 30.248
H: 15.127 -0.259 24.426
H: 15.338 -1.440 30.052
H: 17.240 -7.500 27.711
H: 20.235 -6.980 28.279
H: 14.475 2.402 18.041
H: 21.665 4.398 29.281
H: 16.027 -1.720 25.079
H: 22.315 -2.860 19.672
H: 10.399 -5.771 23.556
H: 22.245 -2.259 17.110

SMILES string ... CCOC(=O)C(F)(F)F.CCOC(=O)C(F)(F)F.CCOC(=O)C(F)(F)F.ClCCCl.ClCCCl.ClCCCl.ClCCCl
E ... -5812.395149 hartree
Gap between HOMO and LUMO ... 10.65 eV
Strongest force on any atom ... 5.40 eV/Å

Here are the Löwdin charges for atoms 1 to 6, given in e: 0.54, 0.52, 0.57, 0.54, 0.52, 0.56